A molecular structure, C18H19NO5PS2V, computed with ωB97M-V with the def2-TZVPD basis set.

Each line ends with the Mulliken spin population.
Cartesian coordinates (Å):
V  0.25  -0.92  -1.30  1.145
O  1.62  -2.44  -1.86  -0.004
C  1.10  -3.31  -2.89  0.006
C  -0.30  -3.68  -2.44  -0.001
N  -1.15  -2.49  -2.17  -0.013
C  -1.72  -1.91  -3.39  0.012
C  -0.66  -1.01  -4.01  0.005
O  -0.57  -0.77  -5.18  -0.003
O  0.15  -0.51  -3.07  -0.043
C  -2.11  -2.80  -1.10  0.008
C  -1.34  -2.76  0.21  0.006
O  -1.62  -3.37  1.19  -0.005
O  -0.30  -1.91  0.12  -0.047
H  2.53  -2.18  -2.05  0.000
H  1.71  -4.21  -2.96  0.001
H  1.11  -2.79  -3.85  -0.001
H  -0.21  -4.25  -1.51  0.000
H  -0.78  -4.32  -3.18  0.000
H  -2.56  -1.27  -3.13  -0.003
H  -2.06  -2.66  -4.10  0.000
H  -2.60  -3.77  -1.23  0.000
H  -2.88  -2.02  -1.06  -0.003
S  2.00  0.20  -0.25  -0.045
P  0.49  1.30  0.58  0.016
S  -1.06  0.95  -0.70  -0.039
C  0.87  3.04  0.67  0.007
C  1.56  3.49  1.80  0.003
C  1.93  4.82  1.88  0.000
C  1.61  5.69  0.85  0.000
C  0.92  5.24  -0.26  0.000
C  0.55  3.91  -0.36  0.001
C  0.12  0.71  2.23  -0.004
C  -0.88  1.40  2.93  0.001
C  -1.23  0.98  4.20  0.000
C  -0.60  -0.12  4.77  0.000
C  0.38  -0.80  4.07  0.000
C  0.75  -0.39  2.79  -0.001
H  1.80  2.81  2.61  0.000
H  2.47  5.18  2.75  0.000
H  1.89  6.74  0.92  0.000
H  0.67  5.93  -1.06  0.000
H  0.02  3.55  -1.23  0.001
H  -1.36  2.26  2.49  0.000
H  -2.00  1.51  4.75  0.000
H  -0.88  -0.45  5.76  0.000
H  0.87  -1.66  4.51  0.000
H  1.50  -0.93  2.24  0.001

Multiplicity ... 2
<S²> ... 0.763
Electronic energy ... -87347.282 eV
Total charge ... +1
HOMO-LUMO gap (spin up / spin down) ... 7.430 / 8.078 eV
Energy above the lowest of the compared OMol25 structures with the same formula, charge and spin ... 0.0 kcal per mole

A molecular structure, C11H8B2ClF13InN5O5, computed with ωB97M-V with the def2-TZVPD basis set.

Each line ends with the Mulliken charge.
Cartesian coordinates (Å):
In  0.58  -1.13  -0.23  0.022
O  -1.68  4.60  0.77  -0.737
Cl  -0.94  3.51  1.35  1.759
O  0.04  4.02  2.28  -0.682
O  -0.28  2.76  0.31  -0.659
O  -1.86  2.63  2.06  -0.758
F  0.12  -3.51  -3.34  -0.274
C  1.31  -2.97  -3.62  0.474
F  2.20  -3.51  -2.76  -0.259
F  1.66  -3.41  -4.85  -0.306
C  1.26  -1.41  -3.47  0.902
O  0.54  -1.03  -2.43  -0.556
C  2.74  -0.89  -3.40  0.526
F  3.58  -1.51  -4.27  -0.324
F  3.25  -1.06  -2.19  -0.172
F  2.80  0.42  -3.69  -0.289
C  0.62  -0.83  -4.78  0.454
F  0.25  0.43  -4.62  -0.222
F  -0.48  -1.53  -5.12  -0.278
F  1.44  -0.87  -5.86  -0.294
F  2.09  1.61  -0.71  -0.186
B  1.52  0.89  0.27  0.373
F  1.88  1.30  1.51  -0.244
C  -4.22  -1.95  0.83  -0.243
C  -3.39  -3.02  0.51  -0.736
C  -2.06  -2.78  0.17  -0.106
C  -1.52  -1.49  0.14  -0.167
C  -2.39  -0.43  0.45  0.014
C  -3.72  -0.66  0.80  -0.554
H  -5.25  -2.13  1.11  0.324
H  -3.77  -4.03  0.53  0.337
H  -1.42  -3.63  -0.06  0.228
H  -2.02  0.59  0.45  0.264
H  -4.35  0.18  1.05  0.393
F  1.20  -4.27  0.24  -0.221
B  1.79  -3.06  0.12  0.359
F  3.12  -3.14  0.28  -0.203
N  -0.06  1.20  3.86  -0.825
N  -0.29  -0.16  3.65  1.255
N  -1.50  -0.66  3.65  -0.773
C  -1.24  -1.95  3.46  -0.176
N  0.07  -2.21  3.42  -0.293
N  0.67  -1.04  3.53  -0.535
H  -0.74  1.70  3.28  0.443
H  0.86  1.39  3.46  0.426
H  -2.01  -2.69  3.36  0.519

Multiplicity ... 1
Electronic energy ... -83601.968 eV
Total charge ... -2
HOMO-LUMO gap ... 8.009 eV
Energy above the lowest of the compared OMol25 structures with the same formula, charge and spin ... 0.0 kcal per mole

A single C18H16O4 molecule, computed with ωB97M-V with the def2-TZVPD basis set.

Each line ends with the Mulliken charge.
Cartesian coordinates (Å):
C  -3.30  -1.82  1.10  -1.157
C  -3.74  -0.93  -0.05  -0.401
O  -2.88  0.16  -0.29  -0.258
C  -2.89  1.16  0.70  -0.493
C  -2.06  2.34  0.22  -0.711
O  -0.67  2.04  0.37  -0.238
C  0.13  2.23  -0.69  0.100
O  -0.23  2.67  -1.75  -0.579
C  1.54  1.89  -0.34  1.206
C  2.44  2.94  -0.11  -0.670
C  3.75  2.69  0.25  -0.747
C  4.22  1.39  0.39  -0.460
C  3.34  0.36  0.14  -1.090
C  2.00  0.59  -0.22  0.706
C  1.35  -0.71  -0.45  1.128
C  0.08  -1.03  -0.88  -0.303
C  -0.23  -2.38  -1.03  -0.794
C  0.69  -3.38  -0.76  -0.627
C  1.97  -3.05  -0.34  -0.377
C  2.29  -1.72  -0.19  -0.392
C  3.59  -1.11  0.21  0.209
O  4.61  -1.67  0.51  -0.632
H  -3.90  -2.73  1.10  0.406
H  -3.44  -1.33  2.06  0.358
H  -2.25  -2.09  1.00  0.289
H  -3.73  -1.49  -0.99  0.303
H  -4.76  -0.56  0.12  0.390
H  -3.92  1.50  0.89  0.413
H  -2.47  0.78  1.64  0.306
H  -2.27  3.22  0.83  0.389
H  -2.27  2.55  -0.83  0.366
H  2.09  3.95  -0.21  0.515
H  4.42  3.53  0.42  0.399
H  5.24  1.18  0.67  0.515
H  -0.66  -0.28  -1.10  0.529
H  -1.22  -2.65  -1.38  0.501
H  0.41  -4.41  -0.89  0.411
H  2.71  -3.82  -0.13  0.492

Multiplicity ... 1
Electronic energy ... -27115.761 eV
HOMO-LUMO gap ... 8.148 eV
Energy above the lowest of the compared OMol25 structures with the same formula, charge and spin ... 17.2 kcal per mole

2 unconnected molecules or ions with the total composition C9H19Br2NO4, computed with ωB97M-V with the def2-TZVPD basis set.

Each line ends with the Mulliken charge.
Cartesian coordinates (Å):
C  -0.11  0.04  -0.38  -0.535
O  0.30  -1.22  0.12  -0.427
C  -0.31  -2.34  -0.48  -0.012
C  0.77  -3.28  -0.96  -1.071
N  0.15  -4.35  -1.75  -0.452
C  -1.37  -2.93  0.49  -0.395
Br  -0.60  -4.24  1.71  -0.082
C  -2.58  -3.46  -0.26  -0.115
C  -3.34  -2.33  -0.98  -1.078
Br  -3.85  -4.38  0.91  -0.136
H  -0.11  0.05  -1.47  0.303
H  0.61  0.76  -0.01  0.121
H  -1.10  0.30  0.00  0.270
H  -0.86  -2.03  -1.38  0.460
H  1.50  -2.69  -1.52  0.337
H  1.29  -3.72  -0.11  0.466
H  0.83  -5.07  -1.95  0.228
H  -0.12  -3.97  -2.65  0.220
H  -1.69  -2.12  1.15  0.460
H  -2.26  -4.22  -0.97  0.478
H  -2.72  -1.44  -1.10  0.262
H  -3.65  -2.65  -1.98  0.252
H  -4.23  -2.04  -0.42  0.450
C  1.91  2.68  2.16  -0.664
O  2.33  3.50  1.06  -0.321
C  1.95  4.78  1.16  0.804
O  1.31  5.26  2.06  -0.539
O  2.40  5.42  0.09  -0.315
C  2.07  6.82  0.06  -0.629
H  2.29  1.69  1.95  0.199
H  2.34  3.04  3.09  0.353
H  0.83  2.66  2.23  0.303
H  2.50  7.33  0.92  0.297
H  0.99  6.95  0.06  0.293
H  2.50  7.20  -0.86  0.216

Multiplicity ... 1
Electronic energy ... -159405.787 eV
HOMO-LUMO gap ... 10.193 eV

A molecular structure, C14H28Cl14F4MgN2O8S4, computed with ωB97M-V with the def2-TZVPD basis set.

Each line ends with the Mulliken charge.
Cartesian coordinates (Å):
Mg  0.23  -1.65  2.71  1.060
N  -0.59  -2.21  4.27  0.260
S  -2.10  -2.72  4.48  0.993
O  -3.04  -1.73  4.78  -0.486
O  -2.23  -3.99  5.06  -0.562
F  -2.37  -3.06  2.93  -0.264
S  -0.13  -2.35  5.91  0.886
O  0.58  -3.55  6.10  -0.502
O  -1.00  -1.83  6.87  -0.483
F  0.97  -1.21  5.87  -0.225
N  0.21  -0.46  1.26  0.060
S  -1.21  0.44  1.02  0.628
O  -1.86  0.21  -0.19  -0.383
O  -1.24  1.71  1.63  -0.456
F  -2.06  -0.46  2.01  -0.347
S  1.13  0.36  0.19  0.675
O  1.23  1.74  0.41  -0.531
O  0.99  -0.14  -1.12  -0.402
F  2.52  -0.19  0.71  -0.042
Cl  -2.39  -4.95  -0.96  -0.217
C  -2.48  -3.19  -1.18  0.091
C  -2.40  -2.75  -2.62  0.444
Cl  -3.87  -3.22  -3.48  -0.159
H  -1.66  -2.74  -0.62  -0.214
H  -3.38  -2.80  -0.71  0.239
H  -1.51  -3.09  -3.14  0.233
H  -2.34  -1.66  -2.62  -0.440
Cl  8.48  0.03  1.74  -0.197
C  6.78  -0.33  2.14  -0.321
C  5.94  -0.56  0.92  0.108
Cl  6.54  -1.96  -0.03  -0.206
H  6.41  0.51  2.73  0.190
H  6.84  -1.18  2.82  0.346
H  6.10  0.27  0.24  0.294
H  4.88  -0.66  1.14  -0.204
Cl  -5.83  2.73  -1.52  -0.209
C  -5.78  1.41  -2.76  -0.510
C  -4.91  0.28  -2.29  0.569
Cl  -5.82  -0.86  -1.27  -0.196
H  -5.43  1.90  -3.66  0.273
H  -6.80  1.06  -2.87  0.415
H  -4.00  0.61  -1.80  -0.147
H  -4.61  -0.29  -3.16  -0.170
Cl  3.96  2.40  2.16  -0.126
C  3.12  3.15  3.55  -0.512
C  1.65  2.85  3.51  -0.222
Cl  1.39  1.10  3.84  -0.140
H  3.32  4.22  3.48  0.355
H  3.55  2.76  4.46  0.306
H  1.19  3.03  2.54  -0.118
H  1.13  3.41  4.27  0.469
Cl  3.61  -2.57  -4.51  -0.196
C  2.65  -3.19  -3.16  -0.007
C  3.19  -2.69  -1.87  -0.381
Cl  2.25  -3.28  -0.47  -0.200
H  2.67  -4.28  -3.16  0.354
H  1.61  -2.95  -3.33  -0.113
H  3.21  -1.61  -1.77  0.193
H  4.23  -2.97  -1.73  0.353
Cl  -1.78  6.20  1.01  -0.215
C  -1.11  4.87  0.04  0.160
C  -2.15  4.23  -0.86  -0.676
Cl  -1.34  2.83  -1.66  -0.048
H  -0.75  4.11  0.72  -0.237
H  -0.28  5.20  -0.58  0.374
H  -2.43  4.84  -1.72  0.406
H  -2.98  3.83  -0.29  0.260
Cl  -2.87  -0.05  -5.21  -0.176
C  -1.64  1.23  -4.94  -0.487
C  -0.53  0.76  -4.00  0.223
Cl  0.36  -0.58  -4.75  -0.175
H  -2.18  2.12  -4.65  0.280
H  -1.16  1.46  -5.89  0.420
H  -0.87  0.51  -3.01  -0.529
H  0.16  1.61  -3.95  0.509

Multiplicity ... 1
Electronic energy ... -269302.518 eV
HOMO-LUMO gap ... 8.169 eV
Energy above the lowest of the compared OMol25 structures with the same formula, charge and spin ... 0.0 kcal per mole

2 unconnected molecules or ions with the total composition C2H7O3P, computed with ωB97M-V with the def2-TZVPD basis set.

Each line ends with the Mulliken charge.
Cartesian coordinates (Å):
C  -0.39  2.75  -0.87  -0.781
C  -1.28  -0.95  0.42  -0.663
O  1.12  0.58  0.23  -0.595
O  1.85  -2.37  0.25  -0.571
O  -1.30  0.35  -0.25  -0.312
P  0.03  1.24  -0.41  0.852
H  0.36  3.49  -1.11  0.274
H  -1.32  2.91  -1.14  0.308
H  -0.80  -1.61  -0.17  0.383
H  -2.36  -1.07  0.72  0.210
H  -0.57  -0.90  1.17  0.321
H  2.68  -2.78  0.37  0.280
H  1.98  -1.63  0.80  0.295

Multiplicity ... 1
Electronic energy ... -17617.579 eV
HOMO-LUMO gap ... 9.580 eV
Energy above the lowest of the compared OMol25 structures with the same formula, charge and spin ... 43.6 kcal per mole

A single C4H8O molecule, computed with ωB97M-V with the def2-TZVPD basis set.

Each line ends with the Mulliken charge.
Cartesian coordinates (Å):
C  -1.23  -0.65  0.60  -1.231
C  -0.14  0.00  -0.23  0.940
O  -0.68  0.45  -1.45  -0.572
C  1.27  -0.46  -0.37  -0.675
C  0.98  0.84  0.35  -0.763
H  -1.11  -0.62  1.68  0.334
H  -1.42  -1.69  0.29  0.252
H  -2.08  -0.06  0.31  0.351
H  -1.21  1.24  -1.28  0.347
H  1.62  -1.31  0.22  0.251
H  1.67  -0.40  -1.37  0.264
H  1.14  0.89  1.43  0.251
H  1.20  1.76  -0.18  0.250

Multiplicity ... 1
Electronic energy ... -6324.076 eV
HOMO-LUMO gap ... 10.876 eV
Energy above the lowest of the compared OMol25 structures with the same formula, charge and spin ... 25.2 kcal per mole

A molecular structure, C13H25Cl3NOP2W, computed with ωB97M-V with the def2-TZVPD basis set.

Each line ends with the Mulliken spin population.
Cartesian coordinates (Å):
C  -0.22  -2.12  -4.93  0.000
C  -1.16  -2.28  -3.84  -0.001
H  -0.54  -2.66  -5.85  0.000
H  0.77  -2.49  -4.59  0.000
H  -0.18  -1.03  -5.13  0.000
O  -2.13  -2.70  -3.37  0.000
Cl  2.33  0.86  -2.11  0.063
W  1.23  0.75  -0.13  1.710
P  0.89  -1.52  0.26  0.054
C  -0.27  -2.04  1.55  0.019
C  0.52  -2.65  -1.10  0.022
H  0.71  -3.67  -0.74  0.000
H  2.79  -2.97  0.33  0.003
H  1.19  -2.44  -1.95  0.007
H  3.31  -1.26  0.51  -0.003
H  -1.30  -1.92  1.20  -0.001
H  -0.52  -2.56  -1.41  -0.003
C  2.56  -2.00  0.80  0.038
H  -0.08  -3.11  1.75  0.002
H  2.56  -2.11  1.90  0.001
H  -0.15  -1.48  2.49  0.006
P  -0.91  1.34  -0.88  0.009
C  -2.33  1.19  0.25  0.014
C  -0.63  3.10  -1.23  0.032
H  -0.72  0.63  -3.18  0.006
H  -2.33  1.29  -2.75  0.001
H  -1.89  -0.38  -2.27  -0.002
C  -1.51  0.63  -2.43  0.004
H  0.42  3.30  -1.48  -0.006
H  -1.25  3.37  -2.10  0.005
H  -3.11  1.89  -0.09  0.002
H  -2.07  1.43  1.28  0.004
H  -0.92  3.72  -0.37  0.000
H  -2.73  0.17  0.23  0.000
Cl  3.26  1.56  0.77  0.034
Cl  1.18  -0.36  5.49  0.000
C  0.75  0.77  4.28  0.000
C  0.01  1.91  4.60  0.005
C  -0.28  2.78  3.55  -0.007
C  0.07  2.44  2.25  0.012
N  0.68  1.29  1.93  -0.014
C  1.20  0.55  2.97  0.006
H  -0.24  2.12  5.64  0.000
H  -0.76  3.74  3.72  0.000
H  -0.14  3.14  1.43  -0.017
H  1.94  -0.21  2.73  -0.002

Multiplicity ... 3
<S²> ... 2.013
Electronic energy ... -75367.029 eV
Total charge ... +3
HOMO-LUMO gap (spin up / spin down) ... 6.021 / 6.048 eV
Energy above the lowest of the compared OMol25 structures with the same formula, charge and spin ... 0.0 kcal per mole

Number 1: largest force on an atom 0.5 eV/A. Number 2: largest force on an atom 0.3 eV/A. Number 3: largest force on an atom 0.8 eV/A. Number 4: largest force on an atom 0.3 eV/A. Number 5: largest force on an atom 5.1 eV/A. Number 6: largest force on an atom 5.0 eV/A. Number 7: largest force on an atom 0.7 eV/A. Number 8: largest force on an atom 6.8 eV/A.